Record 1
Below is a cluster of 17 separate species, C22H27Cl48NO2 in total, with properties calculated with ωB97M-V/def2-TZVPD.

Geometry as XYZ:
```
100
Properties=species:S:1:pos:R:3:forces:R:3
C 4.361303 -2.001344 3.196744 1.34 -1.10 0.10
O 3.294202 -1.563268 2.288437 0.23 0.97 2.58
C 2.433510 -0.527716 2.874007 -1.41 0.36 -0.38
C 0.964816 -1.202905 3.150990 -1.10 0.15 -1.52
C 0.483548 -2.269769 1.970726 -0.37 1.27 1.13
N -0.949205 -2.560723 2.462023 0.19 -0.58 3.99
C -1.484421 -1.498619 3.438557 -1.32 0.87 1.34
O -2.505354 -1.555774 4.299375 6.09 -0.17 -5.40
C -0.384963 -0.268563 3.165035 0.32 0.72 1.45
H 4.270367 -1.627202 4.301075 -0.04 -0.46 -2.17
H 5.403947 -1.660304 2.751970 -2.06 -0.54 0.99
H 4.416637 -3.192296 3.254706 -0.40 2.59 -0.30
H 2.348831 0.335611 2.055977 0.03 -1.80 1.84
H 2.806485 -0.070047 3.883145 -0.31 -0.91 -1.97
H 0.872301 -1.760130 4.198576 0.72 0.94 -2.21
H 1.185867 -3.204804 2.030368 -1.76 1.70 -0.50
H 0.282817 -1.833254 0.896526 1.26 -0.76 2.27
H -0.716343 -3.335458 3.151792 -1.33 0.41 -1.22
H -0.253072 0.525224 4.023622 -0.86 -1.77 -1.35
H -0.638895 0.403608 2.226294 0.65 -1.89 1.49
C -4.157231 0.442002 2.002153 -0.07 -0.10 0.20
Cl -5.884334 0.403259 2.396319 0.25 -0.04 -0.09
Cl -3.921597 0.572563 0.250913 0.06 -0.03 0.06
Cl -3.358123 1.783857 2.839125 -0.08 -0.18 -0.12
H -3.705484 -0.493478 2.341613 -0.19 0.31 -0.06
C 7.802420 -2.883693 4.949287 -0.08 0.10 0.13
Cl 7.033172 -4.177061 4.013760 0.19 0.06 0.09
Cl 8.484765 -1.656000 3.869201 -0.39 -0.36 0.50
Cl 6.641178 -2.150860 6.069173 -0.05 -0.50 -0.16
H 8.616796 -3.319083 5.533801 -0.28 0.15 -0.20
C -7.189296 -0.465128 -1.649525 0.02 0.22 0.19
Cl -6.741141 -0.415955 -3.363145 0.17 0.04 0.26
Cl -8.403310 0.773836 -1.288209 0.69 0.11 -0.10
Cl -7.791075 -2.072671 -1.209821 0.13 0.13 -0.04
H -6.296847 -0.256779 -1.054079 -0.30 -0.09 -0.18
C 0.768092 -0.733488 -2.266706 -0.02 -0.01 -0.03
Cl 0.005739 -2.330463 -2.175911 0.04 0.23 -0.01
Cl -0.455534 0.528099 -2.491536 0.16 -0.14 -0.02
Cl 1.726529 -0.418015 -0.810154 0.04 0.00 -0.29
H 1.438623 -0.720568 -3.129638 -0.23 0.06 0.36
C 3.765154 -4.128312 -1.023841 0.17 0.02 0.02
Cl 2.305773 -4.610896 -0.142323 0.18 -0.03 -0.12
Cl 3.348183 -3.538729 -2.641845 0.17 -0.18 0.26
Cl 4.656366 -2.890971 -0.121400 -0.06 -0.26 -0.22
H 4.407974 -5.005527 -1.132037 -0.25 0.30 0.03
C -12.576676 -0.320698 -1.140625 0.04 -0.20 -0.01
Cl -13.019993 0.286050 0.464080 0.00 -0.09 -0.17
Cl -12.724036 0.962552 -2.353458 0.00 -0.15 0.09
Cl -10.930394 -0.975819 -1.124987 -0.76 -0.13 0.07
H -13.265452 -1.126521 -1.406457 0.21 0.31 0.09
C -2.919976 -4.750277 4.966354 -0.14 0.16 0.01
Cl -4.281097 -4.876775 3.838922 0.24 0.06 0.15
Cl -3.470687 -4.979973 6.634696 0.09 0.04 -0.19
Cl -1.662542 -5.930118 4.558302 0.01 0.08 -0.01
H -2.492958 -3.748003 4.879570 -0.28 -0.24 0.01
C 2.661182 -2.651931 -6.807313 0.05 -0.03 -0.21
Cl 2.217865 -2.045183 -5.202607 -0.04 -0.09 -0.31
Cl 2.513822 -1.368681 -8.020145 -0.02 -0.20 0.17
Cl 4.307464 -3.307052 -6.791674 -0.26 0.05 0.03
H 1.972406 -3.457754 -7.073144 0.23 0.29 0.13
C 7.572851 1.067441 8.438235 0.15 0.02 -0.09
Cl 8.122631 0.527589 6.842599 0.17 0.36 0.64
Cl 5.802705 1.081756 8.514307 0.16 0.03 -0.02
Cl 8.241818 0.030950 9.710178 -0.06 0.14 -0.09
H 7.932734 2.086663 8.599797 -0.14 -0.35 -0.06
C -6.817329 2.543856 -5.689002 0.11 0.05 0.19
Cl -8.544433 2.505113 -5.294836 0.20 -0.33 -0.15
Cl -6.581695 2.674418 -7.440242 -0.02 -0.07 0.12
Cl -6.018222 3.885712 -4.852030 0.18 -0.42 -0.22
H -6.365583 1.608377 -5.349543 -0.18 0.32 -0.12
C -9.594465 -2.607060 -5.250591 -0.02 0.00 -0.08
Cl -8.053658 -3.327902 -4.754551 -0.22 -0.04 -0.16
Cl -10.874425 -3.020030 -4.097089 0.14 0.00 -0.20
Cl -9.438082 -0.848664 -5.403100 -0.15 -0.24 -0.09
H -9.866632 -3.014582 -6.227464 0.10 0.14 0.35
C 10.291438 -1.234783 0.408643 0.04 0.01 -0.08
Cl 8.551851 -1.553566 0.299247 0.20 -0.02 -0.04
Cl 10.719995 0.206224 -0.529039 -0.03 -0.21 0.10
Cl 10.783988 -1.045489 2.100161 0.39 0.10 -0.55
H 10.825467 -2.090625 -0.011806 -0.19 0.30 0.16
C -5.412988 4.094184 -10.977768 -0.01 0.00 0.04
Cl -3.761636 4.494325 -10.475096 -0.22 -0.08 -0.02
Cl -6.394714 5.562822 -11.114615 0.09 -0.21 0.06
Cl -5.398812 3.210059 -12.513278 -0.02 0.06 0.21
H -5.859111 3.451622 -10.214538 0.16 0.23 -0.28
C 7.424790 3.906098 4.423827 -0.10 -0.04 -0.18
Cl 7.679366 2.173069 4.156328 -0.14 0.38 -0.30
Cl 7.663053 4.313547 6.131640 -0.06 -0.01 -0.09
Cl 8.511239 4.859843 3.399294 -0.43 -0.42 0.52
H 6.394291 4.148691 4.152439 0.35 -0.10 0.14
C -8.757613 7.037845 -3.905434 -0.13 -0.08 0.04
Cl -8.879107 7.570332 -2.219774 -0.02 0.00 -0.18
Cl -7.290329 7.685715 -4.658265 -0.16 -0.05 0.04
Cl -8.777130 5.268667 -4.001853 -0.32 0.71 0.12
H -9.623083 7.422021 -4.451146 0.32 -0.12 0.19
C 12.072851 6.158109 1.506760 0.10 0.04 0.01
Cl 12.622631 5.618257 -0.088877 -0.06 0.11 0.20
Cl 10.302705 6.172424 1.582832 0.53 0.33 -0.40
Cl 12.741818 5.121618 2.778703 -0.09 0.17 -0.14
H 12.432734 7.177330 1.668321 -0.14 -0.36 -0.06
```
Positions in Å, forces in eV/Å.

## Properties
max |F|: 0.1583 hartree/bohr
multiplicity: 1
energy: -23148.67476 a.u.
total charge: 0

***

Record 2
Below is a structure of composition C22H27IN3V, with properties calculated with ωB97M-V/def2-TZVPD.

Geometry as XYZ:
```
54
Properties=species:S:1:pos:R:3:forces:R:3
V -1.109279 -0.608743 -0.572756 0.06 -1.40 0.17
C 2.743770 -1.158192 0.515626 0.01 0.00 0.03
N 2.308479 -0.932578 -0.849084 0.16 0.07 -0.12
C 2.967951 -1.822695 -1.774263 -0.11 0.03 0.10
C 2.248750 0.436882 -1.221554 -0.05 -0.11 0.21
C 3.122331 0.979966 -2.155483 0.05 -0.03 -0.09
C 3.051794 2.315042 -2.531092 -0.04 0.04 -0.01
C 2.085839 3.120364 -1.952264 0.06 0.03 -0.06
C 1.214046 2.596153 -1.013072 -0.10 -0.16 0.10
C 1.257223 1.249946 -0.611462 0.18 0.23 -0.05
N 0.343433 0.668436 0.255237 0.60 0.19 0.45
C -0.142160 1.346942 1.335160 0.13 -0.03 -0.05
C 0.420650 2.487274 1.948807 -0.02 -0.03 -0.12
C -0.206832 3.121893 3.006770 -0.07 0.01 0.05
C -1.402974 2.643967 3.519415 0.02 0.08 0.04
C -1.918214 1.455014 3.011414 -0.03 -0.05 -0.04
C -1.289947 0.798492 1.971125 0.15 0.11 0.05
N -1.650745 -0.538858 1.528939 -0.09 0.17 0.59
C -0.715148 -1.480309 2.181902 0.03 -0.10 0.28
C -3.019689 -0.923548 1.865217 -0.17 0.05 0.10
H 3.841378 -1.085460 0.610633 -0.01 0.01 -0.02
H 2.439564 -2.156715 0.843419 -0.01 0.00 -0.01
H 2.289482 -0.419104 1.171699 -0.02 -0.04 0.00
H 4.068331 -1.740393 -1.751126 0.01 0.00 -0.03
H 2.621533 -1.626087 -2.788053 0.00 -0.02 -0.01
H 2.704153 -2.851239 -1.516905 0.06 0.00 0.00
H 3.884414 0.354476 -2.603521 -0.02 -0.04 0.02
H 3.741332 2.710369 -3.267083 -0.01 0.00 0.01
H 1.991746 4.160849 -2.241705 0.01 -0.01 0.00
H 0.438983 3.231940 -0.609515 -0.02 0.00 0.09
H 1.355866 2.880385 1.576465 0.01 0.02 -0.10
H 0.242154 4.012882 3.432244 0.01 0.00 -0.02
H -1.918425 3.168270 4.313798 0.00 -0.01 0.00
H -2.828327 1.057601 3.440217 0.02 -0.06 -0.01
H -0.807355 -1.413158 3.274712 -0.03 0.05 -0.03
H 0.306169 -1.239757 1.894956 -0.04 0.03 -0.03
H -0.936421 -2.498168 1.870323 -0.03 0.02 -0.06
H -3.183138 -0.948868 2.951105 0.06 -0.01 -0.01
H -3.213003 -1.919764 1.473934 0.04 0.00 -0.06
H -3.719089 -0.222722 1.412756 0.02 -0.01 -0.03
C -2.046783 -1.701778 -2.278265 -0.17 -0.62 -0.65
C -0.676246 -2.039980 -2.373050 0.05 -0.19 -0.54
C -0.383779 -2.959015 -1.338847 0.13 0.06 0.11
C -1.554136 -3.166451 -0.597064 0.05 0.08 -0.03
C -2.582479 -2.377416 -1.162508 -0.26 -0.18 -0.24
H -2.620774 -1.168410 -3.019661 0.04 0.29 0.17
H -0.015808 -1.761049 -3.180611 0.07 0.11 0.07
H 0.562065 -3.455601 -1.175289 0.01 0.13 0.08
H -1.671200 -3.870680 0.215065 0.04 0.13 0.11
H -3.626424 -2.396704 -0.887479 0.02 0.16 0.09
I -4.011968 1.325064 -1.192204 -0.18 0.10 -0.09
C -1.816326 1.118895 -1.417024 -0.42 0.79 -0.43
H -1.485010 2.085349 -1.033979 -0.07 0.04 0.04
H -1.699758 1.156990 -2.506034 -0.14 0.09 0.00
```
Positions in Å, forces in eV/Å.

## Properties
max |F|: 0.0275 hartree/bohr
multiplicity: 4
<S²>: 3.76
energy: -2260.50767 a.u.
total charge: -1

***

Record 3
Below is a structure of composition C22H27N2O2SSi2Ti, with properties calculated with ωB97M-V/def2-TZVPD.

Geometry as XYZ:
```
57
Properties=species:S:1:pos:R:3:forces:R:3
Ti -1.015038 1.083519 -0.638025 -0.60 0.77 -0.30
C -1.500170 -0.416757 2.948126 -0.07 -0.13 0.04
Si -0.832327 1.060274 1.944699 0.29 -0.17 0.11
C -1.469667 2.553146 2.938964 -0.06 0.16 0.04
C 1.042057 1.027647 2.415167 0.06 -0.01 0.17
C 1.434945 1.004814 3.763058 0.02 0.01 -0.06
C 2.767042 0.964332 4.146404 0.01 0.00 -0.05
C 3.757915 0.942524 3.168371 -0.06 0.00 -0.01
C 3.388580 0.965680 1.831647 -0.04 0.00 0.04
C 2.045351 1.010349 1.427857 0.15 0.01 0.04
Si 1.587304 1.030575 -0.440450 -0.15 -0.25 0.27
C 2.528732 -0.492996 -1.106341 0.11 -0.10 -0.05
C 2.666165 2.451592 -1.125023 0.05 0.19 -0.07
H -1.290320 -0.311267 4.019466 -0.01 -0.03 -0.01
H -1.040920 -1.344938 2.594661 -0.02 0.01 0.01
H -2.582429 -0.509932 2.815759 0.01 0.00 0.01
H -1.235729 2.451874 4.005660 -0.01 0.04 0.00
H -2.553802 2.649546 2.829633 0.01 -0.01 0.02
H -1.019049 3.478302 2.569309 -0.01 0.00 0.02
H 0.671832 1.019050 4.537514 0.00 0.00 0.00
H 3.034722 0.947749 5.198806 0.01 0.00 0.00
H 4.806552 0.905855 3.447984 0.00 0.00 0.01
H 4.172285 0.944790 1.077334 -0.01 0.00 0.00
H 3.594099 -0.468435 -0.844586 -0.01 -0.02 -0.02
H 2.452056 -0.552938 -2.199081 0.00 0.00 0.01
H 2.086972 -1.405404 -0.697999 0.02 0.01 -0.01
H 3.669271 2.423781 -0.684899 0.02 0.03 -0.04
H 2.226330 3.429945 -0.908983 0.02 -0.01 0.01
H 2.776181 2.367738 -2.212620 0.01 0.01 0.01
N -1.051478 0.898363 -2.969034 -0.06 -0.05 0.01
C -1.283727 2.118796 -3.751658 -0.03 -0.07 0.11
C -0.415420 3.273182 -3.256956 0.05 0.00 -0.20
C -0.885851 3.858480 -1.936220 -0.11 -0.36 0.45
O -1.126439 5.046879 -1.828697 0.05 0.18 -0.06
O -1.005048 2.987886 -0.975980 0.00 0.53 -0.35
H -0.168575 0.458179 -3.203270 0.00 0.01 0.06
H -1.788871 0.213247 -3.105647 0.02 0.01 -0.05
H -2.340435 2.373043 -3.645856 0.01 0.02 0.01
H -1.090408 1.949096 -4.816346 0.00 0.02 -0.06
H -0.410106 4.077923 -3.992263 0.02 -0.01 -0.03
H 0.610570 2.917144 -3.120244 0.02 0.01 -0.01
C -0.916581 -1.040651 -0.789424 0.15 -0.68 0.02
C -0.852633 -2.260229 -0.784084 -0.03 -0.27 -0.04
C -0.816031 -3.691244 -0.719414 0.03 0.30 -0.02
C -1.463489 -4.370994 0.317241 -0.05 -0.15 0.08
C -1.425886 -5.755684 0.389822 -0.02 0.11 0.01
C -0.743135 -6.493854 -0.568388 0.01 -0.04 -0.01
C -0.094592 -5.830235 -1.601564 0.00 0.11 -0.01
C -0.129347 -4.444875 -1.676440 0.04 -0.14 -0.04
H -1.993466 -3.790250 1.060842 0.00 0.00 0.00
H -1.934462 -6.260407 1.202775 0.00 -0.01 0.00
H -0.714473 -7.575442 -0.508854 0.00 0.00 0.00
H 0.445837 -6.393395 -2.353692 0.00 0.00 0.00
H 0.381358 -3.922283 -2.474908 0.00 -0.01 0.00
S -3.739393 1.025729 -1.393149 -0.08 -0.02 0.01
C -5.118576 0.789054 -0.462641 0.31 0.02 -0.04
N -6.098286 0.632150 0.141621 -0.02 -0.01 0.00
```
Positions in Å, forces in eV/Å.

## Properties
max |F|: 0.0198 hartree/bohr
multiplicity: 2
<S²>: 0.75
energy: -2941.25973 a.u.
total charge: -2

***

Record 4
Below is the molecule C22H27N3O3, with properties calculated with ωB97M-V/def2-TZVPD.

Geometry as XYZ:
```
55
Properties=species:S:1:pos:R:3:forces:R:3
C 2.387459 -1.519555 -5.359215 0.05 0.34 0.30
C 2.608867 -0.170887 -4.691788 0.02 -0.09 -0.45
O 2.496700 -0.361673 -3.296165 -0.06 0.04 0.38
C 2.581780 0.729570 -2.470726 0.02 0.08 0.17
C 2.876244 2.017559 -2.882067 -0.02 -0.21 -0.18
C 2.942941 3.046691 -1.953216 0.00 0.11 0.11
C 2.718121 2.793971 -0.615435 0.04 0.11 -0.16
C 2.424114 1.508585 -0.189555 -0.04 -0.06 0.10
C 2.350278 0.472481 -1.104635 0.05 0.12 -0.11
N 2.039751 -0.847644 -0.769321 0.18 -0.02 -0.54
C 1.677482 -1.352245 0.432917 0.18 -0.57 -0.27
O 1.756887 -0.750279 1.484569 0.02 0.21 0.21
C 1.151737 -2.788846 0.323303 -0.19 -0.14 0.15
C 1.049732 -3.470811 1.693616 0.13 0.32 0.03
C -0.015655 -2.816998 2.576976 -0.14 -0.11 -0.02
C -1.335284 -2.699636 1.811544 0.09 0.04 0.40
N -1.151683 -2.022560 0.545586 -0.01 -0.16 -0.10
C -1.158598 -0.651784 0.372286 -0.45 -0.11 -0.05
O -0.921016 -0.160040 -0.717957 0.19 0.23 -0.26
N -1.535937 0.099556 1.440933 -0.04 0.07 0.34
C -1.541190 1.543040 1.359364 0.11 0.09 -0.24
C -2.779458 2.123342 1.986386 -0.01 0.02 0.11
C -4.014223 1.518107 1.784691 0.02 0.02 -0.03
C -5.156782 2.043619 2.359447 -0.06 -0.03 -0.03
C -5.080083 3.184778 3.140627 -0.06 0.07 0.06
C -3.855028 3.796342 3.342760 -0.06 0.10 0.05
C -2.711125 3.266090 2.771610 0.04 -0.07 -0.09
C -0.247538 -2.744760 -0.322670 0.21 0.07 -0.34
H 1.397493 -1.896296 -5.115993 -0.10 -0.05 -0.02
H 2.473607 -1.416337 -6.436938 0.00 -0.02 -0.12
H 3.128411 -2.234145 -5.010068 0.07 -0.08 -0.01
H 1.855589 0.551040 -5.034136 0.12 -0.02 0.08
H 3.607540 0.214946 -4.940052 -0.14 0.02 0.07
H 3.054980 2.235372 -3.923301 0.00 -0.04 -0.09
H 3.172344 4.046478 -2.290023 0.02 0.08 -0.03
H 2.769369 3.595965 0.104990 0.01 0.06 0.07
H 2.244550 1.300294 0.851231 0.01 -0.03 0.03
H 1.924368 -1.430092 -1.588305 -0.05 -0.05 0.23
H 1.830012 -3.361161 -0.318438 -0.02 0.05 -0.01
H 0.799746 -4.524017 1.537829 0.04 -0.03 -0.02
H 2.016428 -3.420430 2.197349 0.00 -0.09 0.00
H 0.334477 -1.826141 2.865180 -0.06 -0.06 0.06
H -0.162700 -3.410495 3.481022 -0.02 -0.01 0.04
H -1.711181 -3.703130 1.576649 -0.06 0.09 0.07
H -2.102747 -2.196370 2.402115 -0.03 -0.08 -0.05
H -1.489826 -0.287944 2.367216 0.04 -0.10 -0.07
H -1.500803 1.786560 0.291793 0.07 0.00 0.20
H -0.643803 1.958738 1.834893 -0.09 0.00 -0.10
H -4.070207 0.631196 1.170475 -0.02 -0.10 -0.03
H -6.110959 1.563805 2.196290 -0.07 -0.04 -0.02
H -5.972223 3.595842 3.589746 -0.07 0.03 0.04
H -3.788935 4.686818 3.950868 0.00 0.06 0.05
H -1.755915 3.744849 2.934582 0.11 0.03 0.03
H -0.628093 -3.760923 -0.463901 0.04 0.04 0.00
H -0.230013 -2.230432 -1.284939 -0.02 -0.17 0.07
```
Positions in Å, forces in eV/Å.

## Properties
max |F|: 0.0127 hartree/bohr
SMILES: CCOc1ccccc1NC(=O)[C@H]1CCCN(C(=O)NCc2ccccc2)C1
multiplicity: 1
energy: -1244.57696 a.u.
total charge: 0